Version a
Entry from OMol25: a cluster of 2 separate species, C5H5BrO2 in total (wB97M-V/def2-TZVPD).

The gap between HOMO and LUMO (spin up / spin down) is 9.08 / 6.66 eV.

```
13
C5H5BrO2, DFT wB97M-V/def2-TZVPD
C 1.12 2.04 -0.12
C 0.42 -0.04 -1.22
C -0.42 0.78 1.00
C 0.42 -0.25 0.28
C 1.40 0.59 -0.37
O 1.64 3.03 -0.55
O -0.03 2.06 0.56
Br 4.43 -0.27 0.10
H 0.59 -0.95 -1.74
H -0.13 0.83 -1.72
H -1.52 0.72 0.69
H -0.15 0.76 2.11
H 0.70 -1.26 0.77
```



Version b
Entry from OMol25: the molecule C5H5BrO2 (wB97M-V/def2-TZVPD).

The gap between HOMO and LUMO (spin up / spin down) is 7.21 / 6.86 eV.

```
13
C5H5BrO2, DFT wB97M-V/def2-TZVPD
C 0.85 -0.85 -0.85
C 0.31 -2.01 -0.20
C 0.48 0.38 -0.60
C -1.02 -0.85 1.31
C 0.46 1.79 -0.33
O -0.62 -1.94 0.73
O -0.78 2.33 0.04
Br -2.81 -0.90 1.89
H 1.57 -1.09 -1.63
H 0.80 -2.97 -0.28
H 1.22 2.01 0.45
H 0.75 2.33 -1.23
H -1.19 1.77 0.71
```



The most stable arrangement is version a, and the next structure is 242.1 kJ/mol less stable.